The following is a quantum chemistry calculation of one molecule with the formula C6H9NO at a distorted geometry, from OMol25.

CARTESIAN COORDINATES (ANGSTROEM)
1 C -1.187 1.096 0.170
2 C -1.829 -0.244 -0.240
3 C -0.565 -0.853 0.450
4 C 0.725 -1.182 -0.320
5 C 1.346 0.259 -0.616
6 C 0.917 0.948 0.735
7 H -2.234 -0.235 -1.269
8 H -2.743 -0.697 0.411
9 H -0.920 -1.628 1.284
10 H 1.448 -1.856 0.285
11 H 0.280 -1.745 -1.164
12 H 2.387 0.038 -0.946
13 H 1.170 0.724 -1.532
14 H 1.729 0.528 1.407
15 H 0.987 2.163 0.748
16 N -0.329 0.511 1.131
17 O -1.182 2.174 -0.531

calculated total energy = -9902.484 eV
SMILES string = O=C1C[C@H]2CCCN12
molar mass = 111.1 g mol⁻¹
frontier orbital gap = 0.384 Eh
energy above the lowest of the compared OMol25 structures with the same formula, charge and spin = 301.0 kJ/mol
spin multiplicity = 1

***

The following is a quantum chemistry calculation of one molecule with the formula C6H9NO at a distorted geometry, from OMol25.

CARTESIAN COORDINATES (ANGSTROEM)
1 C -0.056 -1.011 -0.459
2 C 0.394 -0.406 0.868
3 C 1.582 0.506 0.381
4 C 0.721 1.274 -0.634
5 C -0.600 1.185 -0.027
6 C -0.281 0.261 -1.151
7 H -1.956 -1.693 0.188
8 H -0.664 -2.699 0.338
9 H 0.810 -1.519 -0.833
10 H 0.652 -1.155 1.661
11 H 1.725 1.216 1.168
12 H 2.506 0.031 0.031
13 H 1.036 2.043 -1.226
14 H -1.313 1.969 0.005
15 H -0.802 0.334 -2.131
16 N -1.107 -2.022 -0.346
17 O -0.601 0.596 1.169

calculated total energy = -9903.486 eV
SMILES string = N[C@H]1[C@@H]2[C@@H]3C[C@H]1O[C@@H]32
molar mass = 111.1 g mol⁻¹
frontier orbital gap = 0.372 Eh
energy above the lowest of the compared OMol25 structures with the same formula, charge and spin = 204.4 kJ/mol
spin multiplicity = 1

***

The following is a quantum chemistry calculation of one molecule with the formula C6H9NO at a distorted geometry, from OMol25.

CARTESIAN COORDINATES (ANGSTROEM)
1 C 0.360 -0.756 -0.144
2 C 0.095 -1.901 0.608
3 C -0.040 0.277 -0.844
4 C 0.767 -0.275 2.325
5 C 0.930 1.152 -1.591
6 C -1.474 0.648 -1.154
7 N 0.072 -1.312 2.028
8 O -0.215 -3.052 0.359
9 H 1.682 -0.167 1.809
10 H 0.355 0.565 2.849
11 H 1.916 1.199 -1.030
12 H 1.206 0.621 -2.441
13 H 0.501 2.168 -1.879
14 H -2.104 0.062 -0.496
15 H -1.752 1.702 -0.875
16 H -1.619 0.428 -2.210
17 H -0.681 -1.357 2.686

calculated total energy = -9901.035 eV
molar mass = 111.1 g mol⁻¹
frontier orbital gap (spin up / spin down) = 0.255 / 0.255 Eh
energy above the lowest of the compared OMol25 structures with the same formula, charge and spin = 440.8 kJ/mol
spin multiplicity = 1

***

The following is a quantum chemistry calculation of one molecule with the formula C6H9NO at a distorted geometry, from OMol25.

CARTESIAN COORDINATES (ANGSTROEM)
1 C -0.890 0.555 1.126
2 C -1.841 0.316 -0.869
3 C 1.635 0.163 -0.748
4 C 1.262 -0.835 0.207
5 C -0.243 -0.761 0.610
6 C -1.228 -0.810 -0.611
7 H -0.441 1.442 1.596
8 H -1.959 0.096 1.484
9 H -2.527 0.525 -1.634
10 H 1.821 -0.114 -1.988
11 H 1.523 -1.755 -0.144
12 H 1.937 -0.772 1.133
13 H -0.150 -1.571 1.527
14 H -1.039 -1.618 -1.158
15 H 2.024 2.321 -0.501
16 N 1.595 1.564 -0.019
17 O -1.479 1.254 -0.012

calculated total energy = -9899.151 eV
SMILES string = [H]/N=C/C[C@@H]1C=COC1
molar mass = 111.1 g mol⁻¹
frontier orbital gap = 0.318 Eh
energy above the lowest of the compared OMol25 structures with the same formula, charge and spin = 622.6 kJ/mol
spin multiplicity = 1

***

The following is a quantum chemistry calculation of one molecule with the formula C6H9NO at a distorted geometry, from OMol25.

CARTESIAN COORDINATES (ANGSTROEM)
1 C 1.250 0.833 -1.097
2 C 0.824 -1.305 -0.101
3 C -0.773 -1.195 0.685
4 C -1.879 0.205 0.719
5 C 0.024 0.847 -0.171
6 C 0.296 -0.273 0.801
7 H 2.170 1.553 -0.754
8 H 0.760 0.995 -2.182
9 H 1.102 -0.711 -2.228
10 H 1.145 -2.293 0.417
11 H -1.035 -2.011 1.476
12 H -2.521 0.403 -0.058
13 H -2.197 0.296 1.775
14 H -0.717 0.460 -1.097
15 H 0.896 -0.206 1.863
16 N 1.485 -0.589 -1.226
17 O -1.056 1.370 0.544

calculated total energy = -9896.530 eV
SMILES string = C1O[C@H]2CN[C@@H]3[C@H]1[C@@H]32
molar mass = 111.1 g mol⁻¹
frontier orbital gap = 0.345 Eh
energy above the lowest of the compared OMol25 structures with the same formula, charge and spin = 875.5 kJ/mol
spin multiplicity = 1

***

The following is a quantum chemistry calculation of C6H9NO as an isolated structure at a distorted geometry, from OMol25.

CARTESIAN COORDINATES (ANGSTROEM)
1 C 0.872 1.914 0.157
2 C 0.009 0.604 0.387
3 C -0.758 -1.211 0.415
4 C -1.920 -0.646 -0.120
5 C -1.464 0.672 -0.182
6 C 0.474 -0.602 -0.513
7 H 0.643 2.206 1.338
8 H -0.058 2.389 -0.714
9 H 2.021 1.748 -0.304
10 H -0.723 -2.243 0.966
11 H -2.758 -1.267 -0.303
12 H -1.816 1.543 -0.963
13 H 0.082 -0.277 -1.649
14 H 2.045 -2.331 -0.533
15 H 1.714 -0.973 0.703
16 N 1.741 -1.298 -0.172
17 O -0.105 -0.232 1.487

calculated total energy = -9897.361 eV
molar mass = 111.1 g mol⁻¹
frontier orbital gap = 0.344 Eh
energy above the lowest of the compared OMol25 structures with the same formula, charge and spin = 795.4 kJ/mol
spin multiplicity = 1

***

The following is a quantum chemistry calculation of C6H9NO as an isolated structure at a distorted geometry, from OMol25.

CARTESIAN COORDINATES (ANGSTROEM)
1 C 0.018 -1.308 1.117
2 C -0.890 -0.149 1.147
3 C 2.056 -2.003 0.537
4 C 0.498 -0.710 -0.651
5 C -0.064 0.576 0.035
6 C -0.868 1.521 -0.855
7 N 1.036 -1.866 1.543
8 O 1.827 -1.058 -0.537
9 H -1.877 -0.407 0.763
10 H -0.991 0.333 2.119
11 H 3.016 -1.748 0.994
12 H 2.098 -3.031 0.149
13 H -0.066 -1.158 -1.457
14 H 0.782 1.108 0.480
15 H -0.457 1.545 -1.864
16 H -0.855 2.534 -0.462
17 H -1.903 1.198 -0.912

calculated total energy = -9902.082 eV
molar mass = 111.1 g mol⁻¹
frontier orbital gap = 0.326 Eh
energy above the lowest of the compared OMol25 structures with the same formula, charge and spin = 339.8 kJ/mol
spin multiplicity = 1

***

The following is a quantum chemistry calculation of a 3-piece molecular cluster, C6H9NO overall at a distorted geometry, from OMol25.

CARTESIAN COORDINATES (ANGSTROEM)
1 C 0.385 0.734 -1.417
2 C -1.954 -0.001 0.242
3 C 0.277 -0.217 -0.314
4 C 2.114 -1.121 0.041
5 C -2.430 0.637 1.304
6 C 2.975 -0.516 0.831
7 O -2.652 -0.386 -0.856
8 N -0.048 -0.957 0.553
9 H -3.610 -0.357 -0.686
10 H 2.271 -2.021 -0.542
11 H 1.163 0.405 -2.106
12 H -0.587 0.801 -1.908
13 H 0.660 1.713 -1.023
14 H -1.782 0.891 2.130
15 H -3.486 0.894 1.400
16 H 2.702 0.360 1.412
17 H 4.004 -0.858 0.940

calculated total energy = -9897.857 eV
molar mass = 111.1 g mol⁻¹
frontier orbital gap (spin up / spin down) = 0.296 / 0.284 Eh
energy above the lowest of the compared OMol25 structures with the same formula, charge and spin = 747.5 kJ/mol
spin multiplicity = 1